one:
Molecular formula: C5H9ClOS
Method: DFT, ωB97M-V with the def2-TZVPD basis set

Positions of all 17 atoms, in Å:
C (0.535, -1.596, -0.910)
C (0.518, -0.102, -1.014)
C (0.081, 0.702, 0.309)
C (-1.342, 0.302, 0.662)
C (1.030, 0.458, 1.422)
H (1.630, -1.931, -0.269)
H (0.525, -2.007, -2.038)
H (-0.455, -1.961, -0.304)
H (1.575, 0.061, -1.203)
H (-2.140, 0.440, -0.174)
H (-1.823, 0.982, 1.437)
H (-1.476, -0.694, 1.033)
H (-0.989, 2.267, -0.419)
H (1.767, 1.380, 1.524)
O (0.240, 2.108, -0.098)
S (0.854, -0.833, 2.390)
Cl (-0.527, 0.423, -2.347)

Calculated values
* Kohn-Sham gap: 8.40 eV
* net charge: 0
* HOMO energy: -0.3329 Ha
* molar mass: 152.6 u
* LUMO: -0.7 eV

---

two:
Molecular formula: C5H9ClOS
Method: DFT, ωB97M-V with the def2-TZVPD basis set

Positions of all 17 atoms, in Å:
C (-2.045, -0.939, -0.011)
C (-1.306, -1.094, 1.138)
Cl (-1.898, -1.880, 2.443)
C (0.024, -0.465, 1.277)
S (1.499, -1.388, 1.274)
C (0.426, 0.715, 0.382)
O (0.727, 0.223, -0.942)
C (1.064, 1.249, -1.784)
H (-3.077, -1.160, -0.161)
H (-1.522, -0.653, -0.990)
H (0.043, -0.204, 2.340)
H (1.365, -1.865, 0.012)
H (-0.296, 1.482, 0.265)
H (1.293, 1.127, 0.821)
H (0.452, 2.196, -1.754)
H (1.254, 0.930, -2.777)
H (1.996, 1.726, -1.534)

Calculated values
* Kohn-Sham gap: 9.78 eV
* net charge: 0
* HOMO energy: -0.3309 Ha
* structure (SMILES): C=C(Cl)[C@@H](S)COC
* molar mass: 152.6 u
* LUMO: 0.8 eV

---

Relative energies, unit kJ/mol: one 136.7; two 0.0

---

one:
Molecular formula: C2H13N2O2
Method: DFT, ωB97M-V with the def2-TZVPD basis set

Positions of all 19 atoms, in Å:
N (0.161, 0.547, 0.276)
C (-0.525, -0.125, 1.444)
C (-0.558, -1.631, 1.201)
N (-0.865, -1.916, -0.227)
H (0.113, -0.132, -0.503)
H (1.126, 0.844, 0.401)
H (-0.387, 1.404, -0.019)
H (-1.466, 0.385, 1.643)
H (0.060, -0.084, 2.370)
H (-1.319, -2.035, 1.891)
H (0.359, -2.196, 1.397)
H (-0.780, -2.934, -0.302)
H (-1.851, -1.964, -0.514)
H (3.730, 0.036, -2.112)
H (3.268, 0.091, -0.716)
O (2.909, 0.134, -1.613)
H (-2.274, 2.570, -1.081)
H (-1.225, 3.353, -0.352)
O (-1.415, 2.444, -0.656)

Calculated values
* Kohn-Sham gap: 11.13 eV
* net charge: +1
* HOMO energy: -0.5187 Ha
* molar mass: 97.1 u
* LUMO: -3.0 eV

---

two:
Molecular formula: C2H13N2O2
Method: DFT, ωB97M-V with the def2-TZVPD basis set

Positions of all 19 atoms, in Å:
C (-0.344, 0.560, -2.186)
N (-1.028, -0.600, -1.787)
C (0.682, 0.857, -1.045)
N (0.076, 0.309, 0.240)
H (-0.976, 1.481, -2.492)
H (0.261, 0.396, -3.286)
H (-2.002, -0.543, -2.189)
H (-0.536, -1.510, -1.900)
H (0.865, 1.909, -1.063)
H (1.653, 0.455, -1.158)
H (-0.667, 1.008, 0.608)
H (-0.337, -0.583, 0.029)
H (0.699, 0.078, 1.046)
H (0.677, 1.599, 3.224)
H (1.272, 0.310, 3.435)
O (0.526, 0.700, 3.014)
H (-0.541, -1.667, 2.425)
H (-0.275, -2.835, 1.404)
O (-0.006, -1.924, 1.682)

Calculated values
* Kohn-Sham gap: 10.47 eV
* net charge: +1
* HOMO energy: -0.4949 Ha
* molar mass: 97.1 u
* LUMO: -3.0 eV

---

Relative energies, unit kJ/mol: one 0.0; two 63.1

---

one:
Molecular formula: C2H13N2O2
Method: DFT, ωB97M-V with the def2-TZVPD basis set

Positions of all 19 atoms, in Å:
N (-0.331, -0.328, 0.892)
C (0.554, 0.714, 0.176)
C (-0.283, 1.924, -0.223)
N (-0.753, 1.845, -1.663)
H (-1.054, 0.095, 1.520)
H (0.160, -0.955, 1.534)
H (-0.889, -0.818, 0.074)
H (1.036, 0.305, -0.710)
H (1.260, 0.963, 0.935)
H (0.285, 2.825, -0.156)
H (-1.155, 2.045, 0.430)
H (-0.057, 2.230, -2.304)
H (-1.567, 2.441, -1.729)
H (-1.462, -1.385, -1.802)
H (-0.720, -2.664, -1.751)
O (-0.887, -1.889, -1.196)
H (2.178, -2.290, 2.770)
H (1.730, -2.925, 1.357)
O (1.954, -2.132, 1.847)

Calculated values
* Kohn-Sham gap: 10.50 eV
* net charge: +1
* HOMO energy: -0.4942 Ha
* molar mass: 97.1 u
* LUMO: -2.9 eV

---

two:
Molecular formula: C2H13N2O2
Method: DFT, ωB97M-V with the def2-TZVPD basis set

Positions of all 19 atoms, in Å:
C (-1.127, 0.410, -1.603)
N (-1.856, 0.950, -0.447)
C (0.379, 0.543, -1.404)
N (0.722, 0.032, -0.007)
H (-1.518, -0.612, -1.769)
H (-1.407, 0.956, -2.509)
H (-1.652, 0.487, 0.431)
H (-2.856, 0.812, -0.535)
H (0.874, -0.086, -2.120)
H (0.732, 1.567, -1.502)
H (1.686, 0.123, 0.313)
H (0.609, -0.980, -0.214)
H (0.190, 0.700, 0.553)
H (0.946, -3.490, -0.115)
H (-0.064, -3.148, 0.890)
O (0.489, -2.720, 0.226)
H (0.641, 1.939, 3.016)
H (1.864, 0.969, 2.900)
O (1.037, 1.225, 2.535)

Calculated values
* Kohn-Sham gap: 10.33 eV
* net charge: +1
* HOMO energy: -0.4906 Ha
* molar mass: 97.1 u
* LUMO: -3.0 eV

---

Relative energies, unit kJ/mol: one 0.0; two 24.0